{
  "formula": "C24H32Cl42O8",
  "method": "ωB97M-V/def2-TZVPD",
  "symbols": ["C", "C", "C", "O", "O", "C", "C", "O", "C", "O", "O", "C", "O", "C", "O", "C", "C", "O", "H", "H", "H", "H", "H", "H", "H", "H", "H", "H", "H", "H", "H", "H", "H", "H", "H", "H", "C", "Cl", "Cl", "Cl", "H", "C", "Cl", "Cl", "Cl", "H", "C", "Cl", "Cl", "Cl", "H", "C", "Cl", "Cl", "Cl", "H", "C", "Cl", "Cl", "Cl", "H", "C", "Cl", "Cl", "Cl", "H", "C", "Cl", "Cl", "Cl", "H", "C", "Cl", "Cl", "Cl", "H", "C", "Cl", "Cl", "Cl", "H", "C", "Cl", "Cl", "Cl", "H", "C", "Cl", "Cl", "Cl", "H", "C", "Cl", "Cl", "Cl", "H", "C", "Cl", "Cl", "Cl", "H", "C", "Cl", "Cl", "Cl", "H"],
  "xyz": [[2.691210, -1.802907, 0.952523], [3.543907, -0.515540, 1.361364], [3.910065, 0.387388, 0.083530], [4.466519, -0.115470, -0.906253], [3.605972, 1.765839, 0.143236], [2.198144, 2.023504, -0.147420], [1.595067, 2.731290, 1.165519], [0.148278, 2.593495, 1.261873], [-0.253942, 2.075537, 2.509230], [-0.158630, 2.772738, 3.525444], [-0.828003, 0.810966, 2.655897], [-0.180832, -0.197947, 1.847508], [-1.164139, -1.220367, 1.554818], [-2.184908, -0.618293, 0.735435], [-3.375460, -0.529726, 1.537350], [-4.261636, 0.500650, 1.067666], [-5.007422, -0.050159, -0.251663], [-6.375360, -0.390954, 0.079311], [3.443026, -2.635976, 0.749316], [2.128223, -1.574588, -0.009183], [1.999906, -2.180549, 1.759663], [3.080084, 0.121335, 2.186368], [4.548852, -0.902402, 1.737181], [2.202996, 2.759025, -1.017745], [1.619940, 1.104861, -0.457210], [2.147666, 2.368417, 2.095929], [1.807939, 3.852605, 1.016351], [0.193358, 0.167540, 0.846550], [0.650781, -0.666925, 2.460980], [-1.933989, 0.428853, 0.376992], [-2.335597, -1.258041, -0.188819], [-3.755596, 1.497533, 0.847382], [-5.062904, 0.691934, 1.854719], [-4.921749, 0.679430, -1.120272], [-4.534381, -1.020626, -0.615021], [-6.793725, 0.420773, 0.426702], [-3.787757, -4.046885, 2.762408], [-5.412214, -4.065621, 3.457426], [-2.774564, -5.288382, 3.512785], [-3.859422, -4.279679, 1.010683], [-3.341482, -3.074357, 2.959051], [8.218050, -0.980135, -0.674600], [9.551037, -2.124930, -0.459415], [6.796335, -1.502418, 0.232671], [8.709300, 0.644865, -0.179105], [7.958529, -0.952483, -1.730044], [-8.778379, -2.646532, 4.926149], [-8.696341, -1.242223, 3.854955], [-8.759422, -4.146860, 3.984370], [-7.444288, -2.618438, 6.087685], [-9.713917, -2.602138, 5.478187], [-1.118986, 2.913054, -2.812707], [0.202503, 1.759681, -2.595952], [-2.544171, 2.405477, -1.894173], [-0.611094, 4.536064, -2.326533], [-1.382373, 2.937860, -3.865800], [-5.299996, 4.364325, 2.175991], [-4.994219, 5.553344, 0.903982], [-6.622772, 3.283270, 1.709961], [-3.834657, 3.441814, 2.530543], [-5.595656, 4.895747, 3.076808], [5.383601, -0.273746, 4.891298], [5.372319, -2.040546, 4.964630], [6.420860, 0.293152, 3.587174], [3.742341, 0.349469, 4.672580], [5.776120, 0.104905, 5.831464], [-8.383385, -5.708073, 8.485934], [-8.483019, -5.432377, 6.742613], [-8.879280, -4.260145, 9.373293], [-9.374974, -7.095314, 8.956778], [-7.349088, -5.926285, 8.739106], [9.376791, -4.559550, -3.272953], [9.353463, -6.326269, -3.202010], [10.399547, -4.003468, -4.604183], [7.736048, -3.921668, -3.440211], [9.794385, -4.185445, -2.342072], [-0.583524, -1.943100, -3.935763], [1.048844, -1.622294, -4.534781], [-0.550199, -2.298656, -2.202038], [-1.648965, -0.572068, -4.268751], [-0.973888, -2.814032, -4.455757], [4.491904, 5.451160, 0.337810], [2.886701, 5.424648, 1.089122], [5.549795, 4.250480, 1.086201], [4.366600, 5.172505, -1.405146], [4.929036, 6.435191, 0.494229], [-4.665904, -8.132085, 0.373225], [-6.291036, -8.149049, 1.069376], [-3.654374, -9.374920, 1.121531], [-4.736273, -8.358169, -1.379789], [-4.219517, -7.162349, 0.574190], [6.741907, 8.140669, -1.721204], [8.377011, 8.480187, -2.299529], [6.756872, 7.787785, 0.013647], [5.662961, 9.496740, -2.069932], [6.368844, 7.263471, -2.244008], [-0.305301, 2.596124, -6.835892], [0.373888, 1.032545, -7.300560], [-1.981904, 2.410295, -6.298288], [0.677647, 3.351329, -5.571446], [-0.297581, 3.244326, -7.706728], [0.304273, 2.289963, -11.050555], [0.123762, 2.514615, -12.794214], [-0.134103, 3.772725, -10.188501], [-0.675015, 0.926860, -10.493747], [1.347799, 2.069095, -10.840991]],
  "atomic_forces_ev_per_a": [[0.77, 0.05, -0.55], [0.27, 0.40, -0.26], [0.86, -1.68, -1.40], [-1.94, 1.96, 2.97], [-0.33, -1.83, -0.34], [-0.36, 0.93, 0.59], [0.99, 0.84, -0.93], [-0.39, -2.37, 1.45], [0.10, 2.18, 2.83], [-0.27, -1.87, -2.88], [1.77, 1.47, -1.97], [-0.38, -1.67, -0.27], [0.43, 2.08, -0.50], [-0.67, -0.06, -0.17], [0.69, 0.81, -0.50], [-0.88, -0.44, -1.25], [0.26, 0.02, 0.33], [0.58, 0.86, -0.31], [-1.19, 1.03, 0.03], [0.50, -0.55, 1.28], [0.75, 0.62, -0.86], [0.57, -0.90, -1.35], [-1.28, 0.79, -0.31], [-0.14, -1.04, 1.17], [0.78, 0.86, 0.46], [-0.87, 0.38, -1.20], [-0.92, -2.96, 0.55], [-0.27, 0.14, 1.31], [-1.14, 0.50, -0.76], [0.12, -1.07, 0.48], [0.07, 0.44, 1.19], [-0.23, -1.44, 0.30], [1.22, -0.44, -0.87], [-0.37, -0.63, 1.01], [-0.56, 1.24, 0.68], [0.26, -0.59, -0.29], [-0.06, 0.11, 0.14], [0.20, 0.01, -0.10], [-0.03, 0.06, -0.06], [0.03, 0.04, -0.01], [-0.06, -0.12, -0.12], [-0.19, 0.03, 0.05], [0.02, 0.04, -0.02], [0.41, -0.14, -0.04], [-0.03, -0.10, -0.06], [0.04, -0.02, 0.17], [0.10, 0.07, 0.05], [-0.05, -0.11, 0.07], [-0.08, 0.21, -0.16], [0.02, 0.56, -0.23], [0.15, -0.04, -0.08], [0.00, 0.00, 0.16], [-0.24, 0.08, -0.08], [0.04, 0.01, -0.08], [-0.02, -0.11, -0.03], [0.03, -0.01, 0.20], [0.20, 0.02, -0.05], [-0.05, -0.08, 0.11], [-0.03, 0.06, 0.04], [-0.10, 0.35, 0.21], [0.02, -0.11, -0.15], [-0.04, -0.04, -0.02], [0.01, 0.12, 0.00], [0.14, 0.03, -0.01], [0.03, 0.05, 0.38], [-0.11, -0.06, -0.14], [-0.04, -0.05, -0.10], [-0.15, -0.66, 0.51], [0.07, -0.06, -0.04], [0.10, 0.06, 0.01], [-0.18, 0.04, -0.03], [0.02, -0.06, -0.05], [0.01, 0.13, 0.03], [-0.05, -0.01, 0.12], [0.10, 0.02, 0.08], [-0.10, -0.05, -0.16], [0.04, 0.10, 0.00], [-0.11, -0.04, 0.05], [0.01, -0.02, -0.07], [-0.08, -0.24, -0.09], [0.06, 0.14, 0.10], [0.08, -0.07, 0.14], [1.02, 1.58, -0.04], [-0.06, 0.19, -0.04], [0.00, 0.07, 0.07], [-0.27, -0.35, -0.06], [-0.04, -0.03, 0.04], [0.13, 0.05, -0.04], [-0.04, 0.11, -0.04], [0.02, 0.05, 0.09], [-0.06, -0.11, -0.01], [0.02, 0.10, -0.18], [-0.14, -0.07, 0.06], [0.30, 0.20, -0.09], [0.05, -0.15, 0.03], [0.05, 0.12, 0.13], [0.15, -0.10, 0.05], [0.01, 0.18, 0.20], [0.00, 0.05, -0.12], [-0.02, 0.05, -0.28], [-0.03, -0.13, 0.16], [-0.05, -0.21, -0.12], [0.06, 0.01, 0.16], [0.05, 0.02, -0.10], [0.04, 0.15, -0.22], [-0.17, 0.06, -0.01]],
  "lowdin_charge": [-0.085, -0.163, -0.400, 0.037, -0.112, -0.162, -0.154, -0.041, -0.466, 0.118, 0.051, -0.162, -0.074, -0.230, -0.135, -0.206, -0.200, -0.099, 0.087, 0.078, 0.072, 0.043, 0.051, 0.096, 0.080, 0.146, -0.025, 0.131, 0.141, 0.120, 0.105, 0.054, 0.110, 0.100, 0.124, 0.063, -1.523, 0.512, 0.525, 0.538, 0.008, -1.517, 0.540, 0.579, 0.530, 0.014, -1.531, 0.529, 0.481, 0.480, 0.018, -1.542, 0.551, 0.553, 0.542, -0.088, -1.511, 0.529, 0.540, 0.589, 0.017, -1.523, 0.531, 0.537, 0.555, 0.016, -1.524, 0.490, 0.516, 0.521, 0.018, -1.561, 0.522, 0.519, 0.517, -0.039, -1.520, 0.522, 0.542, 0.502, 0.018, -1.505, 0.653, 0.560, 0.556, -0.085, -1.554, 0.515, 0.514, 0.514, -0.034, -1.531, 0.534, 0.574, 0.531, -0.011, -1.501, 0.511, 0.555, 0.558, -0.064, -1.527, 0.532, 0.556, 0.514, 0.019],
  "lumo_energy_ha": 0.0035,
  "homo_lumo_gap_ev": 9.796,
  "charge": 0,
  "homo_ha": -0.3565
}

=====

{
  "formula": "C24H32CoN4O2P2S",
  "method": "ωB97M-V/def2-TZVPD",
  "symbols": ["Co", "C", "P", "C", "N", "C", "C", "C", "C", "C", "C", "N", "C", "P", "C", "C", "C", "C", "C", "C", "C", "C", "C", "H", "H", "H", "H", "H", "H", "H", "H", "H", "H", "H", "H", "H", "H", "H", "H", "H", "H", "H", "H", "H", "H", "H", "H", "H", "H", "H", "H", "O", "N", "C", "C", "C", "C", "C", "S", "H", "H", "H", "H", "O", "C", "N"],
  "xyz": [[-0.010086, -1.195001, 1.478541], [2.955653, 0.941112, 0.784644], [1.717151, -0.228967, 0.134259], [0.717007, 0.856170, -0.991857], [1.391231, 1.670461, -1.765389], [0.706998, 2.487951, -2.599299], [1.412183, 3.359508, -3.463013], [0.715176, 4.181417, -4.296558], [-0.704178, 4.177258, -4.304000], [-1.405147, 3.351399, -3.477778], [-0.704196, 2.483941, -2.606747], [-1.392495, 1.662251, -1.780088], [-0.721682, 0.851730, -0.999486], [-1.727142, -0.237927, 0.117419], [-2.974563, 0.928691, 0.756170], [-2.723063, -1.379376, -0.962219], [-3.390670, -2.376345, -0.004687], [-3.780954, -0.635932, -1.778162], [-1.775867, -2.129768, -1.895757], [2.727261, -1.363345, -0.939908], [3.792369, -0.612597, -1.739930], [3.387198, -2.363591, 0.019173], [1.791826, -2.109947, -1.888129], [3.335462, 1.554130, -0.031209], [3.772194, 0.382064, 1.239481], [2.518732, 1.587823, 1.542672], [2.493576, 3.346284, -3.442363], [1.244624, 4.848015, -4.964011], [-1.230545, 4.840880, -4.976906], [-2.486664, 3.331930, -3.468564], [-2.539633, 1.589705, 1.503115], [-3.784171, 0.368818, 1.222070], [-3.362006, 1.527740, -0.066339], [-4.091926, -1.888460, 0.675250], [-2.652174, -2.923710, 0.583728], [-3.958209, -3.101988, -0.591195], [-4.560885, -0.209400, -1.146619], [-4.260396, -1.354227, -2.447441], [-3.351269, 0.159771, -2.385898], [-1.016557, -2.672302, -1.334494], [-1.288233, -1.456915, -2.604994], [-2.349256, -2.860359, -2.470473], [4.566405, -0.191528, -1.097578], [3.367805, 0.188194, -2.344658], [4.278023, -1.324979, -2.411034], [4.064427, -1.875184, 0.722959], [3.979959, -3.072012, -0.563413], [2.643158, -2.928954, 0.582575], [1.316076, -1.434752, -2.603162], [1.022918, -2.651568, -1.339115], [2.371468, -2.841124, -2.455791], [-0.020200, -1.018097, 3.458137], [-0.013682, -0.125068, 4.375638], [-0.011290, -0.553422, 5.660642], [-0.004161, 0.341414, 6.701317], [0.000339, 1.717014, 6.449053], [-0.002568, 2.145806, 5.148756], [-0.009921, 1.230611, 4.071523], [-0.016613, 1.716363, 2.466886], [-0.014909, -1.626343, 5.770699], [-0.002161, -0.042828, 7.711295], [0.005989, 2.426900, 7.263674], [0.000386, 3.195831, 4.895809], [0.029237, -5.390583, 0.788935], [0.013953, -4.228302, 0.976234], [-0.001306, -3.046305, 1.137579]],
  "atomic_forces_ev_per_a": [[0.01, 0.20, -0.09], [-0.08, 0.03, -0.02], [0.02, 0.19, -0.14], [-0.04, -0.06, 0.02], [0.02, -0.02, 0.02], [0.07, 0.00, 0.00], [-0.01, 0.01, -0.01], [-0.03, 0.01, -0.01], [0.03, 0.01, -0.01], [0.01, 0.01, -0.01], [-0.07, -0.01, 0.01], [-0.01, -0.03, 0.02], [0.04, -0.06, 0.01], [-0.02, 0.20, -0.14], [0.09, 0.03, -0.02], [0.06, 0.00, 0.03], [0.01, -0.02, -0.02], [-0.03, -0.03, -0.01], [0.01, 0.00, -0.01], [-0.06, 0.00, 0.03], [0.03, -0.03, -0.01], [0.00, -0.02, -0.01], [-0.01, 0.00, -0.01], [0.02, -0.01, 0.01], [0.01, -0.02, 0.00], [-0.01, 0.01, 0.00], [0.00, -0.01, 0.02], [-0.01, 0.00, 0.00], [0.01, 0.00, 0.00], [0.00, -0.01, 0.02], [0.01, 0.01, 0.00], [-0.01, -0.02, 0.00], [-0.02, -0.01, 0.01], [0.00, 0.01, 0.00], [-0.01, 0.01, -0.02], [-0.01, 0.01, 0.00], [0.01, 0.00, 0.00], [-0.01, 0.01, 0.01], [0.01, -0.02, 0.01], [-0.02, -0.01, 0.00], [0.01, -0.01, 0.01], [0.00, 0.01, 0.00], [-0.01, 0.01, 0.00], [-0.01, -0.02, 0.01], [0.01, 0.01, 0.01], [0.00, 0.01, 0.00], [0.01, 0.01, 0.00], [0.01, 0.01, -0.01], [-0.01, -0.01, 0.01], [0.02, -0.01, 0.00], [0.00, 0.01, 0.00], [0.00, -0.41, 0.31], [0.00, 0.06, -0.02], [0.00, 0.06, 0.07], [0.00, -0.09, -0.06], [0.00, 0.06, -0.09], [0.00, -0.03, 0.07], [0.00, 0.12, -0.08], [0.00, -0.04, 0.01], [0.00, -0.01, -0.02], [0.00, -0.01, -0.01], [0.00, -0.01, 0.00], [0.00, 0.00, -0.01], [0.00, 0.05, 0.03], [0.00, -0.11, -0.05], [0.00, -0.06, 0.15]],
  "lowdin_charge": [0.387, -0.237, 0.978, -0.381, 0.141, -0.196, -0.003, -0.051, -0.051, -0.003, -0.196, 0.141, -0.380, 0.978, -0.237, -0.707, -0.089, -0.085, -0.087, -0.707, -0.086, -0.089, -0.087, 0.048, 0.052, -0.002, 0.119, 0.113, 0.113, 0.119, -0.002, 0.052, 0.047, 0.077, 0.061, 0.098, 0.078, 0.094, 0.068, 0.045, 0.081, 0.099, 0.078, 0.068, 0.094, 0.076, 0.098, 0.061, 0.081, 0.045, 0.099, -0.171, -0.180, 0.021, 0.003, -0.031, -0.060, -0.602, 0.889, 0.152, 0.128, 0.125, 0.116, 0.101, -0.501, -0.005],
  "lumo_energy_ha": [-0.1211, -0.2302],
  "homo_lumo_gap_ev": [7.932, 5.357],
  "s_squared": 6.0636,
  "spin_multiplicity": 5,
  "de_lowest_kj_mol": 0.00,
  "charge": 1,
  "homo_ha": [-0.4126, -0.4271]
}